{
  "formula": "C35H40N13O7STi",
  "method": "ωB97M-V/def2-TZVPD",
  "total_charge": -1,
  "lumo_energy_ev": [1.59, 1.58],
  "gap_ev": [3.68, 6.00],
  "multiplicity": 3,
  "e_above_lowest_kcal_mol": 27.9,
  "species": ["Ti", "O", "C", "O", "C", "C", "C", "C", "C", "C", "O", "N", "O", "O", "N", "O", "O", "H", "H", "C", "C", "C", "C", "C", "C", "C", "C", "C", "S", "C", "N", "H", "H", "H", "H", "H", "H", "H", "H", "C", "N", "C", "C", "N", "C", "C", "N", "C", "C", "N", "C", "N", "C", "C", "C", "N", "C", "H", "H", "H", "H", "H", "H", "H", "H", "H", "H", "H", "H", "H", "H", "H", "H", "H", "H", "H", "H", "H", "H", "H", "H", "N", "C", "C", "N", "C", "C", "N", "C", "C", "N", "H", "H", "H", "H", "H", "H"],
  "xyz": [[0.2741, 0.7420, 0.5354], [-0.2618, 4.7597, 0.4550], [-0.0670, 3.6177, 0.0477], [-0.4334, 2.5700, 0.7180], [0.5728, 3.3965, -1.3137], [0.9529, 4.5688, -1.9820], [1.5248, 4.4595, -3.2325], [1.6856, 3.2523, -3.8698], [1.2591, 2.0642, -3.2410], [0.7473, 2.1349, -1.9031], [0.4996, 1.0086, -1.2185], [1.3481, 0.8882, -3.9647], [0.6933, -0.1422, -3.5913], [2.0371, 0.8929, -5.0431], [1.9609, 5.6908, -3.9251], [2.4722, 5.5913, -5.0249], [1.7907, 6.7580, -3.3566], [0.8117, 5.5232, -1.5031], [2.1128, 3.1819, -4.8554], [-2.9404, -2.9083, -1.4588], [-1.5289, -3.0525, -1.9720], [-1.2869, -3.6839, -3.2202], [-0.0050, -3.7917, -3.6592], [1.0549, -3.2850, -2.8745], [2.4012, -3.3562, -3.3040], [3.3799, -2.8340, -2.5142], [3.0551, -2.2335, -1.2778], [1.7608, -2.1329, -0.8246], [1.4472, -1.4248, 0.7570], [0.7222, -2.6717, -1.6488], [-0.5712, -2.5744, -1.2268], [-3.6117, -2.5759, -2.2535], [-2.9627, -2.1834, -0.6449], [-3.3197, -3.8661, -1.0889], [-2.1202, -4.0500, -3.8085], [0.2220, -4.2415, -4.6203], [2.6265, -3.7973, -4.2685], [4.4140, -2.8601, -2.8373], [3.8411, -1.8254, -0.6541], [-3.4178, 2.2974, 2.1372], [-3.5684, 1.9259, 0.7391], [-4.1760, 2.8913, -0.1811], [-3.2839, 2.8017, -1.4278], [-2.4930, 1.6055, -1.1834], [-2.1839, 0.7072, -2.2890], [-2.5982, 1.2025, 0.0989], [-1.8983, 0.2164, 0.6077], [-2.5192, -0.5416, 1.6934], [-1.9401, -1.9437, 1.6974], [-1.0056, -2.1133, 2.7982], [-0.1110, -3.0145, 2.6794], [0.9690, -3.0999, 3.5689], [1.3428, -1.8959, 4.2756], [2.0483, -3.8193, 2.9077], [1.2893, -4.7465, 1.9706], [0.0508, -4.0229, 1.7506], [-1.0051, -4.6857, 1.0166], [-3.4254, 3.3848, 2.2263], [-2.4575, 1.9543, 2.5048], [-4.2160, 1.8859, 2.7603], [-4.1555, 3.8903, 0.2527], [-5.2164, 2.6297, -0.3858], [-2.6360, 3.6753, -1.5302], [-3.8591, 2.6903, -2.3474], [-1.5780, -0.1261, -1.9454], [-3.1152, 0.3372, -2.7373], [-1.6109, 1.2332, -3.0509], [-3.6013, -0.5794, 1.5358], [-2.3563, -0.1133, 2.6838], [-1.4356, -2.0740, 0.7351], [-2.7713, -2.6552, 1.7686], [0.4645, -1.4730, 4.7556], [2.0809, -2.1494, 5.0384], [1.7660, -1.1437, 3.5966], [2.6591, -4.3561, 3.6340], [2.6814, -3.1308, 2.3344], [1.1022, -5.7249, 2.4332], [1.8157, -4.8998, 1.0272], [-0.5417, -5.4270, 0.3663], [-1.5562, -4.0021, 0.3811], [-1.7083, -5.2064, 1.6790], [3.4890, 3.0278, 1.7598], [4.0488, 2.8287, 0.5171], [3.2445, 1.9281, -0.1122], [2.2189, 1.5844, 0.7288], [2.3855, 2.2618, 1.8276], [1.4315, 2.0593, 2.9136], [0.4941, 1.1485, 2.8063], [-0.2375, 1.2141, 3.9664], [0.2808, 2.1701, 4.7809], [1.3666, 2.6831, 4.1004], [3.8230, 3.6725, 2.4529], [4.9327, 3.3489, 0.1944], [3.3370, 1.4994, -1.0968], [-1.0475, 0.5288, 4.1582], [-0.0002, 2.5151, 5.7593], [1.8453, 3.5351, 4.3355]],
  "atomic_forces_ev_per_a": [[-0.908, -1.858, 0.413], [0.071, 0.036, -0.022], [-0.143, -0.113, -0.053], [-0.161, 1.069, -0.105], [-0.187, 0.169, 0.181], [0.019, 0.061, 0.055], [0.027, 0.185, -0.063], [0.096, -0.188, -0.103], [0.021, 0.059, -0.158], [-0.177, -0.084, 0.107], [0.347, 0.867, -1.403], [-0.036, -0.457, -0.187], [0.230, 0.273, -0.138], [-0.220, 0.021, 0.333], [-0.075, -0.142, 0.188], [-0.002, -0.022, -0.008], [0.012, -0.049, -0.035], [-0.025, -0.014, 0.022], [0.017, -0.024, -0.017], [-0.004, 0.037, -0.086], [-0.101, 0.040, -0.229], [-0.089, 0.036, 0.089], [0.025, 0.008, -0.046], [0.065, 0.003, -0.148], [-0.111, -0.001, -0.010], [-0.007, 0.059, 0.145], [0.122, -0.068, -0.108], [-0.069, 0.073, 0.111], [0.392, -0.093, -0.168], [-0.138, 0.062, 0.130], [0.254, 0.073, -0.233], [0.013, -0.004, -0.001], [-0.052, -0.056, -0.138], [-0.017, 0.017, -0.002], [0.015, 0.010, 0.005], [-0.005, -0.002, 0.031], [-0.013, 0.015, 0.030], [-0.008, 0.004, 0.020], [0.024, 0.013, -0.034], [-0.048, 0.039, -0.041], [-0.054, 0.302, 0.185], [0.133, -0.066, -0.032], [0.004, -0.034, 0.049], [-0.070, -0.150, -0.275], [0.043, 0.073, 0.038], [-0.088, -0.392, -0.007], [-0.072, 0.621, 0.007], [0.019, -0.052, -0.070], [-0.001, -0.270, 0.254], [-0.094, 0.012, 0.057], [0.192, -0.275, 0.036], [-0.057, 0.049, 0.048], [0.025, -0.017, -0.051], [0.064, -0.029, 0.072], [-0.113, 0.118, 0.009], [-0.195, -0.124, -0.067], [0.004, -0.062, 0.223], [0.008, 0.017, -0.003], [0.068, 0.008, -0.012], [0.006, -0.033, -0.024], [0.020, 0.007, 0.041], [-0.022, -0.018, -0.034], [0.008, 0.020, -0.016], [-0.015, -0.028, 0.003], [-0.005, 0.070, 0.022], [0.001, 0.008, 0.010], [0.051, -0.037, 0.031], [-0.083, 0.066, -0.015], [-0.024, 0.028, 0.050], [-0.031, -0.038, 0.202], [-0.023, -0.124, 0.011], [-0.017, -0.013, 0.011], [0.020, -0.012, 0.017], [0.009, -0.036, 0.030], [0.010, -0.068, 0.051], [-0.044, -0.058, 0.081], [-0.032, -0.032, 0.023], [0.032, -0.011, -0.045], [0.026, -0.014, -0.035], [0.087, -0.102, 0.143], [0.002, -0.045, 0.053], [0.317, 0.370, 0.196], [-0.059, -0.078, -0.119], [0.126, -0.131, -0.003], [0.459, 0.428, -0.203], [-0.347, -0.019, 0.753], [0.489, -0.006, -0.307], [0.043, -0.094, 0.017], [-0.006, -0.233, 0.035], [0.016, -0.040, -0.081], [-0.028, 0.553, 0.291], [0.009, -0.029, -0.001], [-0.017, -0.018, 0.024], [-0.061, 0.037, 0.009], [0.046, 0.017, -0.065], [0.015, -0.003, -0.010], [0.055, -0.068, 0.064]]
}


{
  "formula": "C35H40N4P2W",
  "method": "ωB97M-V/def2-TZVPD",
  "total_charge": 2,
  "lumo_energy_ev": [-8.75, -9.53],
  "gap_ev": [4.25, 3.46],
  "multiplicity": 3,
  "species": ["W", "C", "C", "C", "C", "C", "C", "C", "C", "C", "H", "H", "H", "H", "H", "H", "H", "H", "H", "H", "H", "H", "H", "H", "H", "P", "P", "N", "N", "N", "N", "C", "C", "C", "C", "C", "C", "C", "C", "C", "C", "C", "C", "C", "C", "C", "C", "C", "C", "H", "H", "H", "H", "H", "H", "H", "H", "H", "H", "H", "H", "H", "H", "H", "H", "H", "H", "H", "H", "C", "C", "C", "C", "C", "C", "C", "C", "H", "H", "H", "H", "H"],
  "xyz": [[4.2971, -0.0020, -1.3468], [0.7399, -0.3189, 2.4531], [1.9137, 0.2638, 2.6911], [3.2447, -0.3107, 2.3029], [3.1954, -1.8419, 2.4700], [2.4612, -2.7165, 1.4856], [1.2053, -3.0475, 1.1376], [-0.1062, -2.5813, 1.6707], [0.2324, -1.6874, 2.8663], [3.8904, 0.8749, -3.1564], [-0.1451, 0.3543, 2.4172], [1.9258, 1.3176, 2.9349], [4.0722, 0.1817, 2.8398], [3.4173, -0.1280, 1.2356], [4.2347, -2.2103, 2.4228], [2.8579, -2.1027, 3.4946], [3.2309, -3.1456, 0.8283], [1.0915, -3.6784, 0.2514], [-0.7679, -3.4008, 1.9997], [-0.6414, -2.0012, 0.9007], [-0.6884, -1.5903, 3.4591], [0.9563, -2.2370, 3.4805], [2.9513, 1.4437, -2.9467], [3.6528, 0.0862, -3.8648], [4.5831, 1.5544, -3.6347], [4.8759, -2.1092, -1.9004], [6.1437, 0.2431, 0.0051], [4.7330, -4.1031, -1.6299], [5.7441, -2.6032, -3.6139], [7.0634, -0.8203, 1.5215], [7.3054, 1.6405, 0.3630], [6.5814, -2.1122, -1.1515], [7.1516, -0.6957, -1.2433], [3.7853, -4.8295, -2.3306], [4.1752, -6.1722, -2.3951], [5.4051, -6.2802, -1.6947], [5.7065, -5.0005, -1.2176], [5.3730, -1.9813, -4.7826], [6.3288, -2.2431, -5.7650], [7.3298, -3.0629, -5.1725], [6.9216, -3.3042, -3.8593], [6.5891, -1.2195, 2.7584], [7.5054, -2.0789, 3.3787], [8.5735, -2.2625, 2.4616], [8.2984, -1.4512, 1.3653], [8.1719, 1.8074, 1.4465], [9.1846, 2.6976, 1.0928], [8.9402, 3.0761, -0.2666], [7.8109, 2.3944, -0.6896], [7.2744, -2.7664, -1.6764], [6.5218, -2.4982, -0.1283], [8.2341, -0.6379, -1.0297], [7.0440, -0.2803, -2.2546], [2.9123, -4.3481, -2.7455], [3.6500, -6.9670, -2.8914], [6.0258, -7.1466, -1.5571], [6.5580, -4.6816, -0.6342], [4.4254, -1.4638, -4.8557], [6.3130, -1.8887, -6.7814], [8.2519, -3.4239, -5.5901], [7.3741, -3.9715, -3.1355], [5.6746, -0.8338, 3.1766], [7.4303, -2.5004, 4.3672], [9.4614, -2.8678, 2.5629], [8.9190, -1.2993, 0.4938], [8.0015, 1.2830, 2.3691], [10.0005, 3.0063, 1.7217], [9.5240, 3.7516, -0.8691], [7.3105, 2.3557, -1.6441], [2.3802, -0.1094, -0.8367], [1.0924, -0.1530, -0.8828], [-0.2924, 0.0828, -0.8390], [-0.7030, 1.0053, 0.1583], [-2.0465, 1.2224, 0.4532], [-3.0210, 0.6007, -0.3438], [-2.6599, -0.2185, -1.4291], [-1.3075, -0.4944, -1.6735], [0.0986, 1.5164, 0.7047], [-2.3036, 1.8884, 1.2865], [-4.0723, 0.7842, -0.1196], [-3.4366, -0.6293, -2.0910], [-1.0009, -1.1342, -2.5073]],
  "atomic_forces_ev_per_a": [[-5.523, 1.635, -0.217], [-2.199, 0.285, 2.313], [1.099, 0.801, -1.618], [-0.928, -0.987, 1.431], [0.820, -0.845, 1.376], [0.515, 0.136, -1.569], [-0.090, -0.042, -0.918], [0.477, 0.290, 0.861], [-0.241, -0.733, -0.653], [-0.283, 0.717, -0.238], [0.821, -0.239, 0.361], [-0.119, 0.390, -0.516], [-0.346, -0.389, -0.016], [-0.012, 0.339, -0.336], [-0.397, 0.110, 0.109], [0.343, 0.456, -0.415], [-0.519, -0.297, -0.011], [0.386, -0.138, 0.258], [0.372, 0.114, -0.354], [0.022, -0.286, 0.119], [0.412, 0.500, -0.011], [-0.384, 0.323, -0.072], [0.563, -0.254, -0.104], [-0.186, -0.063, -0.195], [0.467, 0.083, -0.117], [5.484, -8.649, -2.440], [8.591, 0.290, 5.185], [-1.454, 2.001, -0.078], [-1.417, 0.774, 1.182], [-1.031, 0.600, -1.134], [-1.383, -1.255, -0.639], [0.186, 0.029, 0.304], [-0.574, 0.205, -0.211], [-0.019, -0.988, -0.383], [-0.078, 1.609, 0.249], [-0.196, 1.936, 0.345], [0.791, -0.458, -0.073], [0.616, 0.189, -1.292], [-0.453, 0.111, 0.736], [-1.169, 0.480, 1.080], [0.083, 0.437, 0.282], [0.096, -0.573, 1.103], [-0.812, 0.890, -1.116], [-0.625, 1.189, -0.927], [0.244, -0.636, -0.376], [0.693, 0.583, 0.163], [-1.694, -1.059, -0.387], [-0.901, -0.767, -0.078], [0.469, 0.632, -0.053], [-0.416, -0.135, -0.115], [-0.049, 0.324, -0.013], [-0.715, 0.288, 0.075], [-0.061, -0.078, -0.126], [0.050, -0.039, -0.017], [-0.157, 0.002, -0.039], [-0.031, -0.096, 0.133], [-0.119, -0.108, -0.038], [0.270, -0.028, -0.080], [-0.086, 0.020, -0.010], [-0.091, -0.226, -0.222], [-0.203, 0.148, -0.144], [0.136, -0.021, -0.133], [-0.182, 0.044, -0.013], [-0.013, 0.150, 0.096], [-0.046, -0.026, 0.309], [0.021, 0.047, 0.035], [-0.044, 0.040, 0.086], [-0.003, -0.026, -0.024], [0.099, 0.238, -0.125], [-1.839, -0.601, -0.521], [2.088, 0.506, -0.118], [-0.353, 0.053, -0.061], [-0.101, 0.366, 0.649], [0.574, -0.025, -0.336], [0.169, 0.145, 0.211], [0.826, -0.153, -0.271], [-0.136, -0.004, -0.056], [-0.584, -0.189, -0.186], [-0.034, -0.305, -0.518], [0.243, -0.109, -0.148], [0.505, 0.151, 0.434], [-0.232, 0.163, 0.381]]
}


Number 1: E -3843.952767 hartree. Number 2: E -2325.432041 hartree.